# 1
{
  "formula": "C29H28N2O9SiTl",
  "method": "the ωB97M-V functional and the def2-TZVPD basis",
  "charge": 1,
  "e_above_lowest_kj_mol": 205.53,
  "max_force_ev_per_a": 0.88,
  "lumo_energy_ev": -3.6,
  "gap_ev": 8.1182,
  "homo_energy_ev": -11.74,
  "symbols": ["Tl", "Si", "O", "O", "O", "O", "O", "O", "O", "O", "O", "N", "N", "C", "C", "C", "C", "C", "C", "C", "C", "C", "C", "C", "C", "C", "C", "C", "C", "C", "C", "C", "C", "C", "C", "C", "C", "C", "C", "C", "C", "C", "H", "H", "H", "H", "H", "H", "H", "H", "H", "H", "H", "H", "H", "H", "H", "H", "H", "H", "H", "H", "H", "H", "H", "H", "H", "H", "H", "H"],
  "xyz": [[0.565, 1.197, 0.669], [-1.326, 0.187, -1.036], [4.610, 1.875, 1.017], [4.906, -3.453, -2.432], [-0.026, 1.313, 3.292], [1.625, -4.402, 1.120], [0.521, -2.648, 1.728], [-0.118, 3.513, 1.354], [-0.356, -0.610, -2.057], [6.044, -1.627, -2.285], [2.418, 1.804, 1.421], [5.161, -2.377, -1.937], [1.480, -3.207, 1.221], [-2.501, -0.759, 0.011], [-0.263, -2.975, -1.511], [2.592, -1.037, 1.123], [-4.409, -2.240, 1.408], [3.570, 1.277, 1.024], [0.967, 0.876, 4.228], [-2.886, 4.078, -2.965], [-1.068, 2.558, -2.573], [-1.554, 3.719, -3.147], [-3.731, 3.281, -2.208], [-4.367, -2.304, 0.022], [-3.509, -1.439, 2.096], [-1.288, 4.253, 1.000], [-1.908, 1.749, -1.800], [1.324, -4.347, -2.702], [1.774, -3.229, -3.392], [-2.561, -0.699, 1.403], [3.508, -0.158, 0.572], [1.211, -1.984, -3.152], [0.245, 3.652, 2.738], [2.524, -2.336, 0.661], [-3.420, -1.569, -0.672], [-3.245, 2.116, -1.626], [0.192, -1.874, -2.219], [4.271, -1.913, -0.849], [-0.513, 2.635, 3.562], [0.311, -4.216, -1.764], [3.357, -2.814, -0.326], [4.373, -0.606, -0.422], [1.766, -5.315, -2.895], [1.942, -0.741, 1.933], [-4.767, 3.561, -2.075], [2.565, -3.327, -4.123], [3.298, -3.831, -0.682], [1.914, 1.397, 4.076], [0.612, 1.040, 5.246], [-5.067, -2.928, -0.517], [-0.442, 2.851, 4.630], [-3.264, 4.983, -3.420], [-3.906, 1.499, -1.028], [1.533, -1.106, -3.696], [-2.153, 3.943, 1.591], [-1.051, -2.876, -0.779], [-1.570, 2.630, 3.288], [-0.032, 2.275, -2.729], [-1.106, 5.317, 1.153], [-1.867, -0.094, 1.974], [-3.537, -1.398, 3.176], [5.115, 0.057, -0.845], [-0.902, 4.345, -3.741], [0.069, 4.676, 3.075], [1.100, -0.193, 4.082], [-5.142, -2.820, 1.953], [1.314, 3.450, 2.788], [-0.041, -5.082, -1.219], [-3.394, -1.639, -1.756], [-1.487, 4.064, -0.052]],
  "forces_ev_per_angstrom": [[-0.82, -0.18, -0.25], [0.43, 0.04, 0.19], [0.07, 0.08, -0.01], [0.07, -0.15, 0.06], [-0.07, 0.02, -0.13], [-0.02, 0.09, 0.00], [-0.05, 0.00, 0.07], [0.16, -0.02, 0.11], [-0.27, 0.19, 0.08], [0.05, -0.04, 0.05], [0.28, 0.10, 0.18], [-0.17, 0.20, -0.19], [0.06, -0.12, -0.04], [-0.04, 0.02, -0.04], [0.05, 0.01, -0.03], [-0.02, 0.01, -0.02], [0.02, 0.01, -0.03], [0.04, 0.10, 0.03], [0.01, -0.02, -0.06], [0.04, 0.02, -0.01], [0.09, -0.01, 0.02], [-0.02, 0.02, 0.01], [0.00, -0.07, 0.03], [0.01, 0.02, 0.01], [0.02, 0.03, 0.02], [-0.03, -0.02, -0.07], [-0.07, -0.16, -0.02], [0.02, 0.01, 0.00], [0.00, 0.00, -0.02], [-0.02, -0.05, 0.04], [-0.01, -0.08, -0.08], [-0.01, -0.02, -0.02], [0.02, -0.07, 0.01], [0.03, -0.08, -0.07], [0.00, 0.00, -0.06], [0.01, 0.11, 0.09], [0.12, 0.00, 0.06], [0.00, -0.07, 0.09], [-0.01, -0.03, -0.06], [-0.01, 0.00, 0.00], [0.03, 0.00, 0.01], [0.05, -0.01, 0.07], [-0.01, 0.00, 0.00], [-0.01, -0.01, 0.09], [0.00, -0.01, 0.00], [0.00, 0.01, 0.01], [-0.01, 0.00, -0.01], [0.00, 0.01, -0.02], [-0.02, 0.01, 0.01], [0.00, 0.00, 0.00], [0.06, -0.02, 0.00], [0.00, 0.01, 0.00], [-0.02, -0.01, -0.02], [0.00, 0.01, 0.01], [0.01, -0.01, 0.00], [-0.04, -0.01, 0.04], [-0.01, 0.04, 0.04], [-0.02, 0.01, -0.02], [0.01, 0.00, 0.00], [0.08, 0.03, -0.03], [0.00, 0.01, 0.00], [-0.01, 0.01, -0.01], [0.01, -0.01, -0.01], [-0.11, 0.00, -0.04], [0.03, -0.02, -0.06], [0.00, 0.00, 0.01], [0.04, 0.06, 0.01], [0.00, 0.01, 0.01], [0.01, 0.00, 0.00], [0.00, -0.01, -0.03]],
  "lowdin_charge": [1.185, 0.601, 0.144, 0.094, -0.286, 0.122, 0.069, -0.307, -0.134, 0.113, -0.198, -0.339, -0.337, -0.291, -0.021, 0.004, -0.049, -0.565, -0.055, -0.055, -0.094, -0.060, -0.060, -0.054, -0.054, -0.044, -0.291, -0.077, -0.071, -0.089, -0.114, -0.004, -0.166, -0.109, -0.095, -0.081, -0.282, -0.089, -0.163, -0.068, 0.097, 0.103, 0.117, 0.093, 0.114, 0.114, 0.135, 0.100, 0.102, 0.115, 0.139, 0.115, 0.107, 0.126, 0.100, 0.103, 0.129, 0.112, 0.108, 0.075, 0.115, 0.146, 0.115, 0.143, 0.095, 0.115, 0.123, 0.117, 0.121, 0.079]
}

***

# 2
{
  "formula": "C29H28N3OSTa",
  "method": "the ωB97M-V functional and the def2-TZVPD basis",
  "charge": 2,
  "max_force_ev_per_a": 0.71,
  "lumo_energy_ev": -7.1,
  "gap_ev": 7.3362,
  "homo_energy_ev": -14.41,
  "symbols": ["Ta", "S", "O", "N", "N", "N", "C", "C", "C", "C", "C", "C", "C", "C", "C", "C", "C", "C", "C", "C", "C", "C", "C", "C", "C", "C", "C", "C", "C", "C", "C", "C", "C", "C", "C", "H", "H", "H", "H", "H", "H", "H", "H", "H", "H", "H", "H", "H", "H", "H", "H", "H", "H", "H", "H", "H", "H", "H", "H", "H", "H", "H", "H"],
  "xyz": [[-0.207, 0.437, 0.209], [-4.759, -0.416, -0.850], [-0.856, 2.046, 0.702], [-2.204, -0.206, -0.467], [1.408, 0.937, -1.044], [-3.535, 0.597, 1.305], [2.600, 1.132, -0.439], [2.629, 0.182, 3.684], [-1.346, -1.559, -2.366], [-0.305, -4.615, 2.066], [-3.385, 0.042, 0.089], [-1.671, -2.249, -3.520], [3.833, 0.452, 3.048], [1.196, 1.388, -2.341], [-1.375, 3.206, 1.358], [-0.799, -2.249, 2.000], [3.842, 0.753, 1.698], [-2.370, -0.965, -1.641], [-3.693, -1.113, -2.042], [1.404, 0.492, 1.613], [2.252, 1.961, -3.078], [-0.590, -1.235, 1.356], [-4.026, -1.796, -3.202], [0.760, 2.310, -4.941], [3.509, 2.083, -2.444], [-1.053, -3.468, 2.768], [2.640, 0.793, 0.991], [3.676, 1.693, -1.146], [2.011, 2.408, -4.393], [-0.514, -3.287, 4.195], [-0.294, 1.761, -4.192], [-2.997, -2.355, -3.941], [1.441, 0.178, 2.969], [-2.560, -3.754, 2.790], [-0.079, 1.300, -2.916], [0.526, -0.085, 3.484], [-3.227, -2.901, -4.845], [0.767, -4.426, 2.037], [-2.753, -4.636, 3.400], [0.558, -3.091, 4.187], [-2.824, 0.383, 1.994], [-0.888, -2.724, -4.094], [-0.641, 4.000, 1.237], [-2.316, 3.462, 0.878], [4.620, 1.834, -0.644], [-3.113, -2.919, 3.221], [-0.690, -4.200, 4.761], [4.335, 2.520, -2.990], [-0.307, -1.521, -2.035], [-0.921, 0.860, -2.380], [-1.019, -2.468, 4.709], [-1.281, 1.693, -4.628], [-5.056, -1.908, -3.512], [4.761, 0.421, 3.601], [-0.478, -5.535, 2.624], [4.785, 0.945, 1.206], [-2.936, -3.945, 1.785], [-0.667, -4.758, 1.049], [2.623, -0.052, 4.740], [0.577, 2.656, -5.948], [2.828, 2.837, -4.958], [-4.471, 0.649, 1.680], [-1.521, 2.969, 2.411]],
  "forces_ev_per_angstrom": [[-0.39, 0.59, -0.01], [0.07, 0.02, -0.01], [-0.19, -0.18, 0.01], [-0.57, -0.17, 0.02], [0.46, 0.19, -0.40], [0.08, -0.03, 0.06], [0.00, -0.05, 0.11], [0.02, 0.01, 0.01], [-0.01, -0.08, 0.00], [0.00, -0.05, 0.03], [0.03, -0.03, -0.05], [-0.01, -0.02, -0.01], [0.01, 0.01, -0.02], [0.00, 0.01, -0.07], [0.09, 0.00, 0.04], [-0.13, -0.04, 0.03], [-0.13, 0.03, -0.01], [0.08, -0.10, -0.01], [0.02, -0.03, -0.02], [0.61, -0.27, 0.24], [-0.08, -0.07, 0.05], [0.07, -0.13, 0.17], [0.02, -0.01, -0.02], [0.02, 0.00, -0.02], [-0.02, -0.03, 0.06], [0.04, -0.01, -0.04], [-0.02, -0.04, -0.15], [-0.05, -0.07, 0.00], [-0.04, 0.00, -0.03], [-0.01, 0.01, 0.00], [0.07, -0.02, 0.07], [0.04, 0.01, 0.01], [-0.10, 0.11, 0.05], [0.00, 0.00, 0.02], [-0.04, 0.05, 0.03], [-0.01, -0.02, -0.01], [-0.01, -0.01, -0.01], [0.01, 0.00, 0.00], [0.00, -0.03, 0.00], [0.01, 0.01, 0.00], [0.03, 0.04, -0.04], [0.01, -0.02, -0.02], [-0.10, 0.03, 0.05], [0.02, 0.06, 0.07], [0.02, 0.01, -0.01], [-0.01, 0.01, 0.02], [0.00, -0.02, 0.01], [0.02, 0.01, -0.02], [-0.05, 0.00, -0.01], [0.14, 0.14, -0.05], [-0.01, 0.01, 0.00], [-0.03, 0.00, 0.00], [-0.02, 0.00, 0.00], [0.01, 0.00, 0.01], [0.00, -0.02, 0.00], [0.02, 0.00, -0.01], [-0.01, 0.01, -0.02], [0.00, 0.00, -0.02], [-0.02, -0.01, 0.02], [0.00, 0.01, -0.01], [0.02, 0.01, 0.00], [0.02, 0.05, -0.01], [-0.01, 0.09, -0.05]],
  "nbo_charge": [2.329, 0.486, -0.717, -0.673, -0.669, -0.768, 0.314, -0.154, -0.268, -0.582, 0.325, -0.163, -0.172, 0.258, -0.245, 0.359, -0.174, 0.176, -0.229, -0.421, -0.134, -0.729, -0.182, -0.195, -0.021, -0.209, -0.042, -0.260, -0.123, -0.587, -0.118, -0.187, -0.178, -0.586, -0.280, 0.224, 0.248, 0.221, 0.234, 0.219, 0.420, 0.241, 0.222, 0.219, 0.253, 0.208, 0.234, 0.250, 0.213, 0.212, 0.213, 0.241, 0.250, 0.243, 0.234, 0.226, 0.216, 0.217, 0.238, 0.250, 0.242, 0.427, 0.209]
}

***

# 3
{
  "formula": "C29H28N9Pd",
  "method": "the ωB97M-V functional and the def2-TZVPD basis",
  "charge": 1,
  "max_force_ev_per_a": 3.51,
  "lumo_energy_ev": -3.6,
  "gap_ev": 6.8027,
  "homo_energy_ev": -10.41,
  "symbols": ["Pd", "N", "N", "N", "N", "N", "N", "N", "N", "N", "C", "C", "C", "C", "C", "C", "C", "C", "C", "C", "C", "C", "C", "C", "C", "C", "C", "C", "C", "C", "C", "C", "C", "C", "C", "C", "C", "C", "C", "H", "H", "H", "H", "H", "H", "H", "H", "H", "H", "H", "H", "H", "H", "H", "H", "H", "H", "H", "H", "H", "H", "H", "H", "H", "H", "H", "H"],
  "xyz": [[1.067, -0.313, -0.417], [-0.928, 3.316, -2.037], [1.941, -1.825, 0.453], [-2.455, 0.030, -0.845], [-1.113, -0.757, 0.856], [1.615, 0.951, 1.226], [0.662, -1.545, -2.114], [2.732, -0.757, 2.459], [0.348, 1.316, -1.460], [1.363, -3.578, -1.089], [-0.534, -1.766, -4.189], [-3.486, -0.913, 1.121], [-2.347, -0.571, 0.381], [-2.802, 4.894, -0.916], [1.920, -3.122, 0.007], [2.575, -3.964, 0.965], [-0.456, 4.664, -1.733], [-3.327, 3.742, -1.786], [-3.328, -1.448, 2.379], [2.345, 0.493, 2.296], [2.709, 1.374, 3.353], [-2.042, -1.626, 2.878], [3.483, -5.832, 2.104], [-0.255, 2.275, -1.715], [2.567, -1.795, 1.673], [2.820, -5.331, 1.002], [-1.650, 5.611, -1.614], [1.568, 3.129, 2.246], [3.902, -4.999, 3.148], [0.732, -2.917, -2.036], [2.327, 2.681, 3.335], [0.084, -1.026, -3.213], [-0.975, -1.270, 2.082], [3.665, -3.639, 3.122], [2.996, -3.121, 2.019], [-0.550, -3.167, -4.073], [0.106, -3.729, -3.024], [-2.218, 3.202, -2.696], [1.250, 2.241, 1.249], [-1.063, -3.771, -4.804], [-3.323, -0.104, -1.335], [0.230, 5.002, -2.516], [4.424, -5.434, 3.988], [-1.874, -2.030, 3.863], [0.040, -1.390, 2.440], [-0.988, -1.276, -5.035], [-2.448, 4.507, 0.042], [0.170, -4.795, -2.881], [2.496, -5.969, 0.194], [-4.187, -1.718, 2.971], [-1.972, 5.948, -2.599], [0.657, 2.596, 0.418], [-4.463, -0.761, 0.694], [-2.168, 3.778, -3.623], [0.134, 0.052, -3.327], [-3.705, 2.946, -1.144], [3.277, 0.947, 4.161], [-2.399, 2.157, -2.948], [1.223, 4.149, 2.186], [-1.347, 6.489, -1.043], [-3.608, 5.597, -0.707], [2.584, 3.352, 4.137], [-4.150, 4.086, -2.414], [-1.623, -0.024, -1.417], [3.989, -2.993, 3.923], [0.089, 4.636, -0.786], [3.693, -6.889, 2.164]],
  "forces_ev_per_angstrom": [[0.78, 0.50, -0.68], [-0.24, 0.41, -0.09], [0.07, -0.33, 0.35], [0.01, 0.30, -0.55], [-0.46, 0.02, -0.03], [0.46, -0.76, 0.45], [0.01, -0.88, 0.53], [0.82, -3.41, -0.19], [-0.21, 0.45, 0.07], [1.62, -1.14, 2.83], [0.08, -0.37, 0.09], [0.06, -0.02, -0.09], [0.19, -0.28, 0.84], [-0.02, 0.10, -0.10], [-1.48, 0.65, -2.37], [1.07, -0.41, 1.65], [0.40, 0.72, 0.02], [0.09, -0.01, 0.07], [0.23, 0.09, -0.14], [-0.92, 2.03, -0.68], [-0.17, -0.36, -0.44], [0.09, -0.04, 0.12], [0.24, 0.04, 0.42], [0.69, -1.26, 0.16], [-0.47, 2.82, 0.36], [-0.28, 0.56, -0.35], [-0.11, -0.16, 0.21], [0.18, -0.22, 0.25], [-0.02, -0.43, -0.21], [-0.99, 1.63, -1.41], [-0.33, 0.21, -0.44], [-0.12, 0.38, -0.41], [-0.32, 0.05, -0.04], [-0.25, 0.60, -0.34], [0.20, -1.95, -0.23], [-0.06, 0.61, -0.08], [0.23, 0.32, 0.42], [-0.77, -0.06, -0.21], [-0.22, 0.50, -0.12], [0.00, -0.11, -0.11], [0.02, -0.10, -0.06], [-0.01, -0.07, 0.10], [0.02, -0.03, 0.05], [0.02, -0.05, 0.09], [0.08, -0.03, 0.00], [0.00, 0.11, -0.04], [-0.04, 0.01, 0.04], [0.04, -0.07, 0.03], [-0.03, -0.05, -0.06], [-0.14, -0.04, 0.06], [0.04, 0.09, -0.05], [0.10, -0.18, 0.15], [-0.21, 0.04, -0.04], [0.02, -0.11, -0.01], [-0.02, -0.19, 0.15], [-0.02, -0.05, -0.06], [0.07, -0.07, 0.05], [0.09, 0.07, -0.06], [-0.04, 0.08, -0.05], [0.06, 0.00, -0.12], [0.01, -0.03, 0.09], [0.08, 0.07, 0.13], [-0.02, -0.03, -0.02], [-0.21, -0.12, 0.05], [0.01, 0.07, 0.07], [-0.01, -0.03, -0.06], [0.01, -0.10, 0.01]],
  "nbo_charge": [0.952, -0.459, -0.573, -0.815, -0.545, -0.488, -0.494, -0.529, -0.531, -0.522, -0.274, -0.295, 0.381, -0.402, 0.463, -0.022, -0.198, -0.414, -0.131, 0.388, -0.220, -0.296, -0.182, 0.613, 0.480, -0.178, -0.417, -0.262, -0.186, 0.396, -0.143, 0.029, 0.071, -0.149, -0.108, -0.141, -0.220, -0.201, 0.059, 0.232, 0.389, 0.213, 0.227, 0.229, 0.193, 0.231, 0.203, 0.244, 0.237, 0.227, 0.210, 0.191, 0.216, 0.208, 0.214, 0.222, 0.243, 0.222, 0.226, 0.238, 0.233, 0.232, 0.222, 0.393, 0.236, 0.208, 0.227]
}

***

no.,E_tot (a.u.)
1,-2370.17656
2,-1816.09896
3,-1742.44809